Entry 1:
111
Properties=species:S:1:pos:R:3 method="wB97M-V/def2-TZVPD" lumo_ev="3.958 / 3.958" gap_ev="5.65 / 5.99" largest_force_ha_per_bohr=0.0161 charge=-2 s2=0.761 spin_multiplicity=2
Be -0.1963 0.0053 -1.9428
C -6.4316 -3.0405 1.6673
C -4.9239 -3.1595 1.9097
C -4.5714 -2.3288 3.1556
C -4.6109 -4.6396 2.1733
C -4.0988 -2.6309 0.7388
C -2.7319 -2.8574 0.6926
C -1.9626 -2.2710 -0.2887
Br -0.1047 -2.7005 -0.3312
C -2.4574 -1.3601 -1.2577
O -1.6558 -0.7074 -2.0596
C -3.8853 -1.2369 -1.2754
C -4.6357 -1.8525 -0.2815
C -4.5853 -0.3831 -2.3312
C -4.1579 -0.8409 -3.7344
C -4.2333 1.0915 -2.0876
C -6.1129 -0.5130 -2.2848
H -6.9727 -3.4608 2.5189
H -6.7265 -3.5900 0.7710
H -6.7343 -1.9979 1.5601
H -5.1986 -2.6168 4.0060
H -4.7269 -1.2689 2.9476
H -3.5244 -2.4677 3.4288
H -5.2436 -5.0222 2.9796
H -3.5710 -4.7817 2.4647
H -4.7972 -5.2289 1.2736
H -2.2417 -3.4896 1.4212
H -5.7048 -1.6998 -0.2983
H -3.0803 -0.8170 -3.8475
H -4.5901 -0.1824 -4.4926
H -4.5062 -1.8629 -3.9125
H -3.1598 1.2440 -2.0650
H -4.6487 1.4221 -1.1312
H -4.6361 1.7258 -2.8825
H -6.4252 -1.5491 -2.4402
H -6.5410 0.0942 -3.0857
H -6.5290 -0.1523 -1.3414
C 0.0284 3.6980 -0.4877
C -0.3626 2.4527 -1.2975
O -1.0376 2.7461 -2.3654
N -0.0097 1.2798 -0.8797
Te 1.8008 0.9701 0.6603
C 3.5723 0.5686 2.0577
C 3.4519 -0.2414 3.1973
C 2.1045 -0.7549 3.6429
C 4.5766 -0.5938 3.9454
C 5.8446 -0.1589 3.5978
C 7.0583 -0.5266 4.4145
C 5.9737 0.6254 2.4575
C 4.8689 0.9710 1.6863
C 5.1017 1.7724 0.4273
C 0.7731 1.9221 2.3064
C -0.5183 1.5016 2.6784
C -1.2363 0.4114 1.9412
C -1.1641 2.0924 3.7609
C -0.5777 3.1021 4.5065
C -1.2972 3.7290 5.6726
C 0.6826 3.5313 4.1241
C 1.3532 2.9751 3.0373
C 2.6831 3.5744 2.6770
H -0.3690 4.5882 -0.9740
H 1.1167 3.7578 -0.4323
H -0.3616 3.6144 0.5276
H 1.4912 -0.9927 2.7730
H 1.5744 0.0046 4.2240
H 2.2119 -1.6496 4.2605
H 4.4615 -1.2280 4.8221
H 6.8060 -1.2634 5.1782
H 7.4750 0.3515 4.9152
H 7.8386 -0.9439 3.7744
H 6.9648 0.9672 2.1667
H 6.1436 2.0932 0.3560
H 4.4581 2.6507 0.3972
H 4.8612 1.1700 -0.4507
H -1.2060 0.5962 0.8680
H -2.2772 0.3257 2.2584
H -0.7296 -0.5388 2.1202
H -2.1632 1.7553 4.0214
H -2.1997 3.1654 5.9111
H -1.5919 4.7566 5.4445
H -0.6562 3.7553 6.5564
H 1.1606 4.3353 4.6774
H 2.8219 4.5340 3.1789
H 2.7441 3.7165 1.5966
H 3.5020 2.9140 2.9572
Se -0.9437 1.1339 -4.0577
C -0.0449 2.1828 -5.3321
C 1.3527 2.2181 -5.4201
C 1.9465 2.9483 -6.4305
N 1.2788 3.6455 -7.3552
C -0.0536 3.6187 -7.2572
C -0.7499 2.9225 -6.2905
H 1.9493 1.6649 -4.7059
H 3.0287 2.9825 -6.5223
H -0.5846 4.1977 -8.0089
H -1.8317 2.9383 -6.2601
C 3.5536 -3.9798 -1.6634
Si 3.6220 -2.6510 -3.0132
C 5.3583 -1.8850 -2.9429
C 3.5265 -3.5379 -4.6937
C 2.2629 -1.4798 -2.7707
C 1.2732 -0.8226 -2.4761
H 4.2834 -4.7796 -1.8129
H 2.5564 -4.4239 -1.6277
H 3.7370 -3.5254 -0.6870
H 6.1339 -2.6380 -3.1042
H 5.5322 -1.4245 -1.9678
H 5.4790 -1.1099 -3.7029
H 4.3585 -4.2327 -4.8353
H 3.5465 -2.8162 -5.5132
H 2.5955 -4.1031 -4.7748

Entry 2:
16
Properties=species:S:1:pos:R:3 method="wB97M-V/def2-TZVPD" lumo_ev="-7.729 / -7.726" gap_ev="6.54 / 6.54" largest_force_ha_per_bohr=0.1366 charge=+1 de_lowest_kj_mol=743.0
C 1.7385 -0.8605 0.5698
C 0.0302 -0.7880 -1.6128
C -1.0339 -0.5731 1.3100
C 0.4884 1.6466 0.1607
O 2.1181 0.3803 2.2250
P 0.2374 -0.1169 0.1301
H 2.5920 -1.5201 0.3500
H 0.2372 -1.8356 -1.6751
H 0.6073 -0.1753 -2.3733
H -1.0534 -0.6757 -1.9481
H -2.0648 -0.3855 0.7284
H -0.9201 0.2754 2.1426
H -1.0844 -1.5221 1.7237
H 1.5404 1.6673 -0.3174
H 0.7960 1.9315 1.1459
H -0.1277 2.3753 -0.4456

Entry 3:
80
Properties=species:S:1:pos:R:3 method="wB97M-V/def2-TZVPD" lumo_ev="-0.296 / -0.251" gap_ev="8.03 / 8.08" largest_force_ha_per_bohr=0.0081 charge=0 s2=3.770 de_lowest_kj_mol=118.3 spin_multiplicity=4
Cr -0.9435 0.3156 -1.0087
O -1.6770 6.2772 1.5991
C -1.5649 5.5621 0.4439
O -1.5906 6.1252 -0.6041
C -1.4201 4.0947 0.6133
C -1.4994 3.3790 1.7991
N -1.3227 2.0825 1.5165
N -1.1492 1.9246 0.2090
C -1.1872 3.1046 -0.3745
C -0.8954 3.0111 -1.8720
O -0.8593 3.9787 -2.5869
O -0.6548 1.7804 -2.2217
H -1.6140 5.7107 2.3730
H -1.6656 3.6838 2.8198
H -1.3085 1.2824 2.1487
O -1.3656 -0.3984 3.1606
As -2.2555 -1.2933 1.8485
O -2.1687 -2.8814 2.1555
O -1.2662 -0.7570 0.5892
C -3.9609 -0.4904 2.2083
C -4.6128 -0.9657 3.3406
C -5.8207 -0.4065 3.7252
C -6.3770 0.6247 2.9800
C -5.7437 1.0888 1.8384
C -4.5363 0.5211 1.4519
S -4.0892 -0.0852 -1.0415
O -3.9450 -1.4158 -0.4549
O -3.9123 0.9555 0.3224
O -2.8117 0.3559 -1.7158
H -1.0628 -1.0366 3.8171
H -4.1778 -1.7769 3.9114
H -6.3285 -0.7758 4.6058
H -7.3201 1.0610 3.2828
H -6.1696 1.8764 1.2321
Se -0.0645 -0.2796 -4.6679
Se 1.9937 -1.3337 -4.4844
C 2.9931 0.0561 -3.5873
C 4.3837 -0.0419 -3.6003
C 5.0996 0.9882 -3.0158
C 4.4119 2.0610 -2.4594
C 3.0273 2.0410 -2.4945
N 2.3318 1.0491 -3.0432
C -1.0373 -1.5280 -3.5650
C -1.8347 -2.4580 -4.2086
C -2.3967 -3.4904 -3.4711
C -2.0832 -3.5913 -2.1302
C -1.3105 -2.5966 -1.5550
N -0.8352 -1.5474 -2.2413
H 4.8819 -0.8779 -4.0735
H 6.1824 0.9639 -3.0137
H 4.9349 2.8942 -2.0112
H 2.4415 2.8505 -2.0717
H -1.9738 -2.3875 -5.2774
H -3.0377 -4.2182 -3.9508
H -2.4589 -4.3890 -1.5067
H -1.1029 -2.6144 -0.4977
O 1.0045 0.3015 -0.3712
S 1.3280 -0.1859 1.0403
C 2.9965 0.3897 1.2665
C 3.3132 0.9645 2.4861
C 4.6091 1.4157 2.7043
C 5.5558 1.2981 1.7008
C 5.2194 0.7321 0.4748
C 3.9359 0.2708 0.2506
C 1.6595 -1.9273 0.8428
C 1.7947 -2.4522 -0.4297
C 2.0370 -3.8119 -0.5624
C 2.1318 -4.6179 0.5626
C 1.9874 -4.0721 1.8320
C 1.7461 -2.7159 1.9788
H 2.5561 1.0603 3.2546
H 4.8722 1.8652 3.6522
H 6.5635 1.6547 1.8684
H 5.9619 0.6529 -0.3079
H 3.6558 -0.1640 -0.7010
H 1.6943 -1.8125 -1.2978
H 2.1385 -4.2400 -1.5514
H 2.3084 -5.6795 0.4521
H 2.0444 -4.7063 2.7061
H 1.6165 -2.2827 2.9631

Entry 4:
8
Properties=species:S:1:pos:R:3 method="wB97M-V/def2-TZVPD" lumo_ev=-0.965 gap_ev=8.57 largest_force_ha_per_bohr=0.0212 charge=0 de_lowest_kj_mol=57.0
O -1.0762 2.0823 1.0036
C -0.2280 1.4415 0.5430
C 0.9040 0.9024 0.0693
C 0.9407 -0.3584 -0.3795
C -0.4325 -0.9639 -0.2127
O -0.7799 -1.5973 0.7530
H 1.8140 -0.8825 -0.7814
H -1.1421 -0.6241 -0.9952